Entry 1:
{
  "formula": "C23H31NO3",
  "method": "ωB97M-V/def2-TZVPD",
  "homo_energy_ev": -7.74,
  "charge": 0,
  "e_above_lowest_kcal_mol": 484.1,
  "smiles": "OCC1(C[C@H]2CCCCO2)CCN(Cc2ccccc2-c2ccco2)CC1",
  "elements": ["O", "C", "H", "H", "C", "C", "C", "N", "C", "C", "H", "H", "H", "H", "C", "C", "C", "C", "C", "C", "C", "C", "C", "C", "C", "O", "H", "H", "H", "H", "H", "H", "H", "H", "H", "H", "H", "H", "H", "C", "H", "C", "C", "C", "C", "C", "O", "H", "H", "H", "H", "H", "H", "H", "H", "H", "H", "H"],
  "xyz": [[-2.354, -2.420, -0.563], [-1.575, -1.457, 0.098], [-0.556, -1.739, 0.227], [-2.141, -1.369, 1.063], [-1.627, -0.246, -0.743], [-1.031, 0.850, 0.413], [0.452, 0.776, 0.392], [0.956, 1.389, -1.212], [-0.075, 1.133, -2.214], [-0.760, -0.230, -1.880], [-0.148, -0.806, -1.747], [-1.535, -0.316, -2.832], [-0.691, 1.775, -2.256], [0.499, 1.155, -3.052], [2.275, 0.809, -1.564], [3.230, 1.130, -0.252], [3.608, 2.346, -0.109], [4.471, 2.865, 0.848], [5.310, 2.076, 1.434], [4.917, 0.677, 1.418], [3.944, 0.198, 0.282], [3.676, -1.143, 0.398], [4.703, -2.138, 0.431], [3.939, -3.412, 0.360], [2.707, -2.936, -0.280], [2.658, -1.748, -0.019], [1.835, -3.868, -0.227], [4.439, -4.293, 0.184], [5.679, -2.184, 0.669], [5.508, -0.150, 1.954], [5.956, 2.385, 2.173], [4.667, 3.945, 0.793], [3.054, 3.276, -0.720], [2.573, 1.178, -2.394], [2.216, -0.326, -1.604], [1.036, 1.763, 1.013], [0.920, -0.112, 0.252], [-1.236, 0.728, 1.663], [-1.342, 1.993, 0.165], [-3.174, 0.552, -0.891], [-2.883, 1.348, -1.250], [-4.231, 0.535, 0.380], [-5.321, 1.409, -0.135], [-6.331, 1.252, 0.961], [-6.866, 0.014, 1.023], [-5.397, -1.018, 1.316], [-4.535, -0.961, 0.324], [-5.716, -2.151, 1.399], [-5.045, -0.597, 2.181], [-7.584, -0.071, 1.983], [-7.247, -0.319, 0.138], [-7.095, 2.091, 0.636], [-5.660, 1.801, 1.776], [-4.746, 2.376, -0.145], [-5.556, 1.115, -1.007], [-3.576, 0.856, 1.302], [-3.485, -0.290, -1.833], [-3.423, -2.180, -0.564]],
  "mulliken_charge": [-0.716, -0.834, 0.385, 0.280, 2.440, -0.664, -0.708, -0.177, -1.793, -2.447, 1.320, 0.310, 1.084, 0.587, -1.338, 0.748, -0.018, -0.691, -0.755, -0.723, 1.059, -0.002, -0.916, -1.020, -0.108, -0.013, 0.252, 0.450, 0.609, 0.295, 0.476, 0.333, 0.059, 1.032, 0.194, 0.100, 0.327, 0.286, 0.227, -2.127, 1.260, 0.133, -1.207, -0.459, -0.690, -0.886, -0.271, 0.317, 0.537, 0.263, 0.425, 0.265, 0.278, 0.400, 0.601, 0.439, 0.286, 0.506]
}

***

Entry 2:
{
  "formula": "C2H8NO2",
  "method": "ωB97M-V/def2-TZVPD",
  "homo_energy_ev": -3.38,
  "charge": -1,
  "e_above_lowest_kcal_mol": 9.0,
  "elements": ["C", "O", "H", "H", "H", "N", "C", "O", "H", "H", "H", "H", "H"],
  "xyz": [[-2.471, -0.657, 0.927], [-1.789, -0.633, -0.286], [-2.137, 0.128, 1.610], [-2.375, -1.623, 1.448], [-3.548, -0.500, 0.785], [2.837, 0.391, -0.731], [1.351, 0.700, -0.825], [0.635, 0.022, 0.075], [2.802, -0.591, -0.453], [3.110, 0.831, 0.149], [1.111, 0.495, -1.887], [1.274, 1.807, -0.707], [-0.801, -0.371, -0.104]],
  "mulliken_charge": [-0.596, -0.582, 0.231, 0.205, 0.218, -0.852, -0.256, -0.868, 0.303, 0.254, 0.219, 0.230, 0.495]
}

***

Entry 3:
{
  "formula": "C19H35FO21S4",
  "method": "ωB97M-V/def2-TZVPD",
  "homo_energy_ev": -9.92,
  "charge": 0,
  "smiles": "C[C@@H](F)[C@@H]1OC(=O)[C@@H](CCCCO)[C@H]1COO.O=S1(=O)OCCO1.O=S1(=O)OCCO1.O=S1(=O)OCCO1.O=S1(=O)OCCO1",
  "elements": ["C", "C", "F", "C", "O", "C", "O", "C", "C", "C", "C", "C", "O", "C", "C", "O", "O", "H", "H", "H", "H", "H", "H", "H", "H", "H", "H", "H", "H", "H", "H", "H", "H", "H", "H", "H", "C", "C", "O", "S", "O", "O", "O", "H", "H", "H", "H", "C", "C", "O", "S", "O", "O", "O", "H", "H", "H", "H", "C", "C", "O", "S", "O", "O", "O", "H", "H", "H", "H", "C", "C", "O", "S", "O", "O", "O", "H", "H", "H", "H"],
  "xyz": [[2.935, 0.366, 3.133], [3.101, 0.230, 1.522], [4.076, -0.783, 1.213], [1.634, -0.118, 0.929], [1.491, -1.374, 0.162], [0.208, -1.336, -0.516], [-0.313, -2.226, -1.222], [-0.449, 0.137, -0.251], [-1.449, -0.008, 0.998], [-3.009, -0.044, 0.621], [-3.781, 0.783, 1.802], [-4.148, 2.245, 1.246], [-3.513, 3.285, 2.082], [0.935, 0.910, -0.076], [0.978, 2.479, 0.191], [-0.006, 2.977, 1.128], [0.351, 4.257, 1.478], [2.077, 1.122, 3.294], [2.529, -0.635, 3.540], [3.905, 0.662, 3.649], [3.385, 1.277, 1.158], [1.078, -0.417, 1.899], [-1.082, 0.562, -1.103], [-1.222, -0.983, 1.558], [-1.199, 0.837, 1.747], [-3.356, -1.138, 0.765], [-3.267, 0.334, -0.422], [-3.107, 0.925, 2.716], [-4.696, 0.185, 2.170], [-3.736, 2.378, 0.189], [-5.270, 2.443, 1.307], [-3.204, 3.988, 1.471], [1.556, 0.747, -1.041], [0.773, 2.996, -0.829], [2.029, 2.832, 0.509], [0.725, 4.657, 0.655], [-0.720, -2.320, -5.540], [0.163, -1.464, -4.648], [0.461, -0.303, -5.428], [-0.800, 0.022, -6.396], [-1.600, 1.033, -5.769], [-0.321, 0.135, -7.740], [-1.565, -1.399, -6.235], [-0.126, -2.862, -6.281], [-1.319, -3.029, -4.968], [1.079, -1.976, -4.354], [-0.376, -1.141, -3.753], [3.692, -3.363, -7.551], [4.612, -3.071, -6.374], [3.891, -3.512, -5.223], [2.968, -4.784, -5.631], [3.665, -5.980, -5.266], [1.622, -4.513, -5.224], [3.068, -4.610, -7.241], [2.911, -2.603, -7.639], [4.237, -3.434, -8.492], [4.858, -2.012, -6.292], [5.534, -3.655, -6.440], [0.460, -5.413, 3.522], [1.356, -4.570, 4.418], [1.643, -3.397, 3.656], [0.370, -3.054, 2.710], [-0.422, -2.055, 3.368], [0.835, -2.915, 1.360], [-0.392, -4.480, 2.857], [1.045, -5.941, 2.764], [-0.131, -6.132, 4.090], [2.276, -5.087, 4.691], [0.829, -4.263, 5.326], [-3.031, 5.177, 4.541], [-1.950, 6.230, 4.348], [-2.450, 7.397, 5.001], [-3.357, 6.947, 6.270], [-2.546, 7.015, 7.449], [-4.631, 7.590, 6.166], [-3.529, 5.386, 5.864], [-3.855, 5.325, 3.838], [-2.643, 4.164, 4.435], [-1.751, 6.433, 3.295], [-1.020, 5.937, 4.844]],
  "mulliken_charge": [-0.947, 0.314, -0.354, 0.375, -0.478, 0.421, -0.692, 0.265, 0.348, -0.924, -0.529, -0.474, -0.401, -0.435, -0.916, 0.071, -0.459, 0.258, 0.153, 0.393, 0.208, -0.060, 0.661, -0.467, 0.178, 0.326, 0.509, 0.277, 0.413, 0.337, 0.188, 0.239, 0.260, 0.399, 0.396, 0.343, -0.207, -0.078, -0.341, 1.116, -0.553, -0.541, -0.364, 0.231, 0.337, 0.347, 0.020, -0.290, -0.345, -0.288, 1.082, -0.584, -0.449, -0.300, 0.245, 0.308, 0.326, 0.296, -0.407, -0.392, -0.315, 1.247, -0.666, -0.529, -0.354, 0.298, 0.329, 0.323, 0.312, -0.259, -0.208, -0.342, 1.078, -0.534, -0.535, -0.314, 0.291, 0.248, 0.248, 0.316]
}

***

Entry 4:
{
  "formula": "C5H8N2",
  "method": "ωB97M-V/def2-TZVPD",
  "homo_energy_ev": [-9.94, -8.55],
  "charge": 0,
  "e_above_lowest_kcal_mol": 140.4,
  "elements": ["C", "C", "C", "C", "N", "N", "C", "H", "H", "H", "H", "H", "H", "H", "H"],
  "xyz": [[-2.076, 0.176, -0.009], [-0.932, -0.388, -0.806], [0.321, 0.374, -1.122], [0.649, 1.586, -0.402], [1.083, 2.407, 0.292], [0.322, -0.818, -0.253], [1.937, -0.837, 1.335], [-1.737, 0.954, 0.679], [-2.853, 0.588, -0.664], [-2.514, -0.639, 0.575], [-1.234, -1.120, -1.567], [0.804, 0.318, -2.106], [1.857, -1.300, 0.384], [2.310, -1.517, 2.102], [2.063, 0.216, 1.562]],
  "mulliken_charge": [-1.209, 0.294, 0.052, -0.022, -0.512, -0.454, -0.715, 0.361, 0.304, 0.287, 0.337, 0.330, 0.386, 0.302, 0.259]
}

***

Entry 5:
{
  "formula": "C25H22Co2O12",
  "method": "ωB97M-V/def2-TZVPD",
  "homo_energy_ev": -8.14,
  "charge": 0,
  "e_above_lowest_kcal_mol": 50.9,
  "elements": ["C", "C", "O", "C", "C", "C", "O", "O", "C", "C", "C", "O", "O", "C", "C", "O", "H", "H", "H", "H", "H", "H", "H", "H", "H", "H", "H", "H", "H", "H", "H", "O", "C", "Co", "C", "O", "C", "O", "C", "C", "C", "C", "C", "C", "C", "C", "C", "Co", "C", "O", "C", "O", "C", "O", "H", "H", "H", "H", "H", "H", "H"],
  "xyz": [[3.952, -1.376, 3.018], [3.362, -0.090, 2.501], [1.927, -0.277, 2.398], [1.313, 0.876, 2.016], [-0.104, 0.667, 1.536], [-1.105, 1.370, 2.432], [-0.880, 2.261, 3.257], [-2.352, 0.895, 2.140], [-3.374, 1.564, 2.940], [-4.600, 0.685, 2.969], [-0.310, -0.815, 1.373], [0.085, -1.373, 0.349], [-0.916, -1.480, 2.416], [-1.100, -2.930, 2.226], [-2.402, -3.306, 2.897], [1.964, 1.939, 1.967], [5.035, -1.293, 3.126], [3.548, -1.610, 4.008], [3.768, -2.194, 2.307], [3.590, 0.769, 3.149], [3.727, 0.147, 1.493], [-2.981, 1.725, 3.959], [-3.562, 2.542, 2.459], [-5.420, 1.263, 3.426], [-4.911, 0.353, 1.961], [-4.408, -0.207, 3.599], [-1.138, -3.110, 1.135], [-0.229, -3.484, 2.645], [-2.528, -4.392, 2.964], [-2.469, -2.875, 3.897], [-3.234, -2.942, 2.278], [1.356, 5.365, -0.594], [1.906, 4.806, -1.452], [2.616, 3.785, -2.690], [1.185, 4.103, -3.660], [0.176, 4.195, -4.227], [4.000, 4.794, -3.107], [4.930, 5.445, -3.355], [2.181, 2.379, -1.235], [1.000, 1.730, -1.037], [-0.059, 1.838, -0.126], [-1.410, 1.764, -0.682], [-2.438, 2.597, -0.189], [-3.660, 2.701, -0.852], [-3.893, 1.912, -1.991], [-2.930, 0.993, -2.431], [-1.705, 0.901, -1.752], [1.838, 1.227, -2.601], [3.005, 2.059, -3.827], [3.714, 1.898, -4.766], [2.448, -0.495, -2.680], [2.907, -1.556, -2.878], [0.756, 1.101, -3.993], [0.167, 1.041, -4.994], [2.908, 2.455, -0.413], [0.112, 2.627, 0.657], [-2.231, 3.250, 0.669], [-4.417, 3.406, -0.476], [-4.860, 1.969, -2.493], [-3.127, 0.346, -3.299], [-0.974, 0.153, -2.071]],
  "mulliken_charge": [-1.323, -0.032, -0.265, -0.012, 2.810, -0.474, -0.638, -0.107, -0.273, -1.237, -0.296, -0.725, -0.245, -0.218, -1.149, -0.661, 0.411, 0.317, 0.314, 0.313, 0.219, 0.424, 0.284, 0.420, 0.282, 0.270, 0.312, 0.273, 0.409, 0.278, 0.270, -0.340, 0.517, 0.067, 0.048, -0.365, 0.157, -0.372, -0.631, -0.170, 0.000, 0.612, -0.120, -1.002, -0.460, -1.078, -0.409, 0.128, 0.272, -0.479, 0.214, -0.372, -0.036, -0.317, 0.628, 0.855, 0.655, 0.414, 0.405, 0.428, 0.800]
}